[1]
{
  "formula": "C6H7N2",
  "method": "ωB97M-V/def2-TZVPD",
  "species": ["C", "C", "C", "C", "C", "C", "N", "N", "H", "H", "H", "H", "H", "H", "H"],
  "xyz": [[-1.125, 1.340, 0.513], [1.090, 1.936, 0.496], [0.132, -0.525, -0.141], [0.371, -1.703, -0.640], [-0.331, 2.531, 0.868], [-0.580, -2.796, -0.852], [1.554, 0.876, 0.173], [-0.916, 0.187, 0.309], [1.679, 2.867, 0.648], [1.391, -1.938, -1.027], [-0.597, 3.448, 0.283], [-0.410, 2.848, 1.871], [-1.470, -2.333, -0.542], [-0.214, -3.441, -0.098], [-0.574, -3.298, -1.861]],
  "atomic_forces_ev_per_a": [[0.497, -1.075, 0.690], [-0.106, 2.921, 0.921], [1.942, 2.032, 0.773], [2.535, 0.078, -1.890], [-2.032, -0.782, -2.327], [0.294, 0.424, -0.875], [-0.905, -3.571, -1.234], [-0.552, 2.455, -0.030], [0.474, -0.797, -0.186], [-0.559, 0.689, 0.765], [0.431, -0.965, 0.021], [0.138, -0.153, 1.457], [-2.008, -0.509, 0.026], [-0.163, -1.560, 0.750], [0.014, 0.813, 1.139]],
  "lowdin_charge": [0.10, -0.20, -0.07, -0.09, -0.03, -0.03, 0.22, 0.20, 0.17, 0.16, 0.15, 0.12, 0.07, 0.09, 0.13],
  "total_charge": 1,
  "relative_energy_kcal_mol": 116.97,
  "homo_ev": -14.6,
  "homo_lumo_gap_ev": 8.85
}

---

[2]
{
  "formula": "C21H50ClN6O15",
  "method": "ωB97M-V/def2-TZVPD",
  "species": ["N", "H", "H", "H", "H", "C", "N", "C", "C", "C", "C", "O", "H", "H", "H", "H", "H", "H", "H", "H", "H", "H", "H", "H", "H", "H", "Cl", "O", "O", "O", "O", "C", "N", "O", "O", "H", "H", "H", "C", "N", "O", "O", "H", "H", "H", "C", "C", "C", "O", "C", "N", "H", "H", "H", "H", "H", "H", "H", "H", "H", "H", "H", "C", "C", "C", "O", "C", "N", "H", "H", "H", "H", "H", "H", "H", "H", "H", "H", "H", "C", "C", "C", "O", "C", "C", "C", "O", "O", "O", "H", "H", "H", "H"],
  "xyz": [[-3.627, 2.609, 0.309], [-4.154, 2.696, -0.548], [-3.466, 3.534, 0.681], [-2.803, 2.040, 0.178], [-4.188, 2.056, 0.940], [0.283, -4.563, -0.592], [0.006, -4.264, 0.901], [0.923, -3.157, 1.457], [-1.411, -3.725, 1.068], [0.127, -5.517, 1.857], [1.381, -6.355, 1.618], [2.638, -5.665, 1.722], [0.049, -3.689, -1.200], [-0.443, -5.341, -0.828], [1.321, -4.888, -0.534], [0.888, -2.336, 0.742], [1.925, -3.496, 1.192], [0.828, -2.902, 2.512], [-2.152, -4.462, 0.758], [-1.504, -2.746, 0.598], [-1.633, -3.589, 2.126], [-0.630, -6.274, 1.653], [0.075, -5.096, 2.861], [1.341, -7.038, 0.770], [1.386, -7.174, 2.337], [3.327, -6.264, 1.427], [-0.397, 0.717, -1.084], [0.616, -0.241, -0.936], [-1.555, 0.275, -0.363], [-0.115, 2.022, -0.602], [-0.634, 0.687, -2.521], [-3.002, -1.955, -3.209], [-2.674, -3.411, -3.444], [-1.886, -4.012, -2.736], [-3.157, -3.782, -4.478], [-2.743, -1.783, -2.164], [-4.077, -1.898, -3.378], [-2.457, -1.315, -3.903], [2.748, 3.950, 0.264], [4.007, 4.644, -0.151], [5.016, 4.498, 0.512], [4.087, 5.396, -1.142], [1.965, 4.604, -0.119], [2.829, 3.793, 1.340], [2.616, 3.003, -0.259], [-2.076, 5.366, -1.126], [-1.545, 5.162, 0.262], [-0.626, 6.255, 0.838], [-0.247, 5.967, 2.168], [0.697, 6.823, 2.753], [-2.667, 5.128, 1.140], [-2.131, 6.418, -1.403], [-3.067, 4.978, -1.360], [-1.419, 4.951, -1.890], [-1.055, 4.200, 0.412], [-0.990, 7.280, 0.755], [0.225, 6.219, 0.158], [1.725, 6.461, 2.729], [0.555, 6.950, 3.827], [0.674, 7.834, 2.346], [-3.263, 5.935, 1.025], [-2.279, 5.264, 2.062], [-1.003, 2.255, 3.189], [-0.713, 0.924, 3.884], [-1.083, -0.382, 3.057], [-0.757, -1.583, 3.943], [-1.793, -1.750, 4.999], [0.637, 0.880, 4.236], [-2.072, 2.394, 3.346], [-0.794, 2.057, 2.137], [-0.480, 3.144, 3.541], [-1.320, 0.846, 4.787], [-0.415, -0.610, 2.226], [-2.106, -0.440, 2.686], [-2.390, -2.640, 4.800], [-2.442, -0.874, 5.024], [-1.461, -1.926, 6.022], [1.134, 0.845, 3.357], [0.693, -0.091, 4.508], [2.087, -3.530, -5.545], [3.235, -3.505, -6.306], [4.246, -2.333, -6.283], [5.282, -2.341, -6.977], [3.905, -1.292, -5.309], [2.789, -1.329, -4.532], [1.725, -2.474, -4.606], [0.708, -2.366, -4.002], [2.522, -0.416, -3.577], [3.608, -4.546, -7.103], [1.406, -4.357, -5.680], [4.621, -0.483, -5.306], [1.618, -0.435, -3.253], [4.429, -4.421, -7.584]],
  "atomic_forces_ev_per_a": [[-1.189, -1.674, -0.337], [0.079, -0.134, -0.530], [0.938, 1.823, 0.945], [1.217, -0.302, -0.575], [-0.396, 0.010, 0.408], [-0.278, -0.178, 2.057], [-1.341, 0.560, 1.611], [1.247, -0.808, -2.269], [0.116, -0.449, 0.541], [1.363, 0.446, -1.603], [1.133, -0.777, 0.664], [-1.107, 0.097, -0.218], [0.426, 0.082, 0.087], [0.380, -0.148, -0.279], [-0.136, 0.036, -0.906], [-0.879, 0.484, 0.366], [0.145, -0.335, 0.793], [-0.519, -0.260, -0.277], [0.234, 0.110, -0.651], [0.067, -0.283, -0.367], [0.482, 0.129, 0.175], [-0.678, 0.664, 0.021], [-0.056, -0.183, -0.098], [-0.231, 0.919, -1.075], [-0.375, 0.289, 1.019], [0.135, -0.033, -0.043], [-0.521, -1.248, -4.155], [2.207, -0.871, 2.070], [-2.213, -0.360, 1.201], [0.866, 1.465, 0.519], [-0.943, 1.335, 0.947], [-0.101, -0.594, 1.367], [0.911, 1.832, -0.829], [-0.746, 0.032, 0.147], [-0.285, -1.547, -0.528], [0.049, 0.491, -0.203], [0.165, 0.163, 0.025], [0.216, -0.388, 0.142], [0.002, 0.473, -0.704], [2.572, 1.581, -1.555], [-0.703, -0.951, 0.989], [-1.982, -1.319, 0.959], [-0.155, -0.073, 0.577], [-0.279, 0.212, -0.227], [0.474, 0.007, -0.061], [1.027, 0.571, -1.690], [-0.083, 0.677, 1.092], [1.640, -0.224, -1.638], [-0.689, -0.678, 0.004], [0.678, 0.759, 0.542], [-2.022, -0.713, 1.605], [-0.063, 0.259, 0.277], [-0.057, -0.289, 0.568], [0.129, -0.178, 0.079], [0.390, -0.031, -0.426], [-0.651, 0.032, 0.026], [0.689, 0.253, 0.119], [0.076, -0.297, -0.717], [-0.746, -0.285, 0.038], [-0.064, 0.008, -0.309], [-0.137, 0.283, -0.348], [-0.182, -0.343, 0.625], [-1.137, -1.152, -0.442], [-1.711, -0.029, -0.864], [0.842, -0.862, 1.457], [-1.987, 1.312, 0.687], [0.242, -0.039, -0.989], [1.538, -1.020, 0.482], [-0.230, 0.494, -0.455], [-0.009, 0.592, -0.332], [0.211, -0.419, 0.192], [0.010, 0.152, 0.215], [0.053, 0.670, -0.175], [-0.200, -0.050, 0.230], [-0.129, 0.027, -0.493], [-0.049, -0.115, -0.052], [0.967, 0.338, -0.208], [0.622, 0.455, -0.309], [0.957, -0.379, 0.825], [0.260, 0.350, 0.059], [2.289, 1.981, -0.059], [-2.266, -1.057, 1.404], [-0.066, -0.309, -0.266], [0.292, -0.615, -0.930], [-1.720, -2.163, 0.019], [6.064, 0.745, -3.815], [-4.376, 0.251, 2.997], [0.984, 1.180, 0.143], [-1.289, -0.885, 0.177], [-0.163, -0.167, 0.100], [-0.048, 0.282, 0.373], [-0.496, -0.699, -0.251], [0.306, 1.003, 0.297]],
  "lowdin_charge": [0.33, 0.15, 0.05, 0.09, 0.14, 0.06, -0.30, 0.02, 0.00, -0.06, -0.24, -0.05, 0.10, 0.10, 0.11, 0.09, 0.09, 0.10, 0.11, 0.10, 0.09, 0.14, 0.13, 0.12, 0.12, 0.10, 0.60, -0.32, -0.42, -0.36, -0.34, 0.05, -0.43, 0.04, 0.08, 0.07, 0.09, 0.11, 0.06, -0.42, 0.05, 0.03, 0.08, 0.10, 0.10, -0.04, -0.43, -0.19, -0.19, -0.10, 0.01, 0.09, 0.07, 0.09, 0.12, 0.13, 0.12, 0.09, 0.09, 0.09, 0.10, 0.08, -0.05, -0.47, -0.11, -0.26, -0.07, 0.05, 0.07, 0.06, 0.08, 0.12, 0.10, 0.11, 0.07, 0.07, 0.08, 0.09, 0.07, 0.01, -0.25, -0.39, -0.05, 0.01, -0.25, -0.44, -0.01, 0.03, 0.02, 0.10, 0.10, 0.05, 0.09],
  "s_squared": 0.77,
  "multiplicity": 2,
  "homo_ev": [-3.3, -5.9],
  "homo_lumo_gap_ev": [2.14, 4.70]
}

---

[3]
{
  "formula": "C5H13N2O",
  "method": "ωB97M-V/def2-TZVPD",
  "species": ["C", "N", "C", "C", "C", "O", "C", "N", "H", "H", "H", "H", "H", "H", "H", "H", "H", "H", "H", "H", "H"],
  "xyz": [[0.228, 1.639, -0.235], [1.509, 0.776, -0.045], [1.573, -0.197, 1.116], [1.057, -1.637, 0.805], [-0.641, -1.703, 1.055], [-1.267, -0.728, 0.592], [-0.807, 1.590, -1.470], [-1.551, 0.347, -1.815], [0.537, 2.704, -0.213], [-0.424, 1.342, 0.646], [1.631, 0.213, -0.803], [1.074, 0.163, 1.948], [2.692, -0.190, 1.293], [1.633, -2.309, 1.442], [1.380, -1.775, -0.188], [-0.651, -2.727, 0.498], [-0.752, -1.912, 2.085], [-1.406, 2.462, -1.278], [-0.145, 1.889, -2.153], [-2.412, 0.451, -1.381], [-1.188, -0.508, -1.243]],
  "atomic_forces_ev_per_a": [[-1.050, -1.471, 2.117], [-2.233, 2.171, 2.083], [1.834, -0.466, -2.513], [-0.848, 2.438, 2.113], [4.758, -3.688, -1.683], [-2.121, 2.576, -1.227], [0.556, -2.403, 3.276], [2.621, -0.407, -0.277], [-0.062, -0.452, 0.193], [0.898, 0.782, -0.695], [0.374, -1.651, -2.873], [-0.948, 1.115, 1.680], [-1.043, -0.298, 0.372], [-0.184, -0.444, 0.188], [-0.101, -0.779, -1.636], [-1.148, 0.294, 0.463], [-0.070, -0.511, 1.975], [-0.868, 0.129, 0.134], [2.074, 0.828, -3.986], [-2.031, 0.092, 0.937], [-0.406, 2.145, -0.640]],
  "lowdin_charge": [-0.19, -0.07, -0.25, -0.16, -0.54, -0.26, -0.27, -0.03, 0.08, 0.09, 0.02, 0.07, 0.09, 0.07, 0.05, 0.07, 0.05, 0.08, 0.02, 0.00, 0.08],
  "total_charge": -1,
  "relative_energy_kcal_mol": 66.15,
  "homo_ev": -2.8,
  "homo_lumo_gap_ev": 7.17
}

---

[4]
{
  "formula": "C25H23BrN4O4",
  "method": "ωB97M-V/def2-TZVPD",
  "species": ["C", "H", "H", "H", "C", "N", "C", "O", "C", "O", "C", "C", "C", "C", "C", "C", "H", "H", "C", "N", "N", "C", "O", "C", "O", "N", "C", "C", "C", "C", "C", "C", "Br", "H", "H", "H", "H", "H", "H", "H", "H", "H", "H", "H", "H", "C", "C", "C", "C", "C", "C", "H", "H", "H", "H", "H", "H"],
  "xyz": [[2.917, 1.137, 2.080], [2.628, 0.442, 1.120], [1.933, 1.402, 2.445], [3.591, 1.881, 1.674], [3.954, 0.191, 2.987], [3.050, -0.798, 3.609], [3.339, -1.957, 3.362], [4.280, -2.649, 2.672], [2.270, -3.254, 3.871], [0.967, -2.583, 3.991], [0.095, -2.271, 3.103], [0.692, -2.372, 1.748], [0.034, -1.790, 0.502], [-1.508, -1.281, 0.926], [-1.786, -1.340, 2.193], [-1.035, -1.562, 3.323], [-1.288, -1.539, 4.183], [-2.809, -0.753, 2.484], [-2.378, -0.905, -0.226], [-1.957, -0.733, -1.303], [-2.666, -0.448, -2.310], [-2.509, -0.250, -3.458], [-1.508, -0.687, -4.111], [-3.693, 0.341, -4.328], [-4.686, 0.270, -3.900], [-3.367, 0.215, -5.825], [-3.939, 0.728, -6.931], [-5.505, 1.025, -6.661], [-6.090, 1.641, -7.703], [-5.591, 1.534, -9.088], [-4.361, 0.875, -9.211], [-3.466, 0.472, -8.153], [-1.832, -0.085, -8.424], [-3.738, 0.945, -10.261], [-6.085, 1.796, -9.917], [-7.307, 1.839, -7.583], [-5.739, 1.033, -5.762], [-2.490, 0.109, -5.877], [-3.698, -0.036, -2.034], [-3.344, -0.415, 0.300], [0.150, -1.624, -0.457], [1.573, -2.440, 1.616], [2.627, -3.450, 4.900], [2.309, -3.936, 3.162], [2.178, -0.775, 4.218], [4.184, 1.115, 4.128], [3.295, 1.745, 5.045], [3.705, 2.538, 6.056], [4.975, 2.523, 6.436], [5.954, 2.109, 5.753], [5.523, 1.256, 4.515], [6.267, 0.818, 3.856], [6.911, 2.164, 5.607], [5.325, 3.394, 7.216], [2.881, 2.999, 6.782], [2.035, 1.629, 5.044], [4.733, -0.231, 2.613]],
  "atomic_forces_ev_per_a": [[1.976, -4.382, -3.712], [0.700, 1.611, 2.058], [0.472, 0.309, 0.893], [-0.598, 0.749, 0.064], [-10.753, 6.459, 3.814], [-1.361, 2.860, 0.941], [2.807, -14.561, -3.554], [-2.996, 4.715, 2.655], [0.518, 8.075, 2.925], [1.415, -1.567, 4.954], [2.709, 0.635, -5.832], [-13.973, 4.286, -3.361], [-5.048, -1.293, 11.556], [6.073, -2.546, -5.583], [-5.589, 4.036, 3.297], [3.990, -2.714, -9.558], [-3.972, 1.083, 10.690], [1.860, -1.686, -0.787], [-3.522, 1.229, 11.528], [6.306, -1.776, -5.577], [-10.362, 2.797, 10.413], [6.697, 0.038, -14.873], [-1.553, 1.337, 0.886], [12.567, -2.138, -7.531], [-13.651, 0.748, 5.495], [-5.867, 1.747, 5.148], [-6.487, -1.021, 2.786], [7.536, 1.160, -9.519], [-4.835, -0.927, -1.847], [3.652, -2.414, 5.090], [2.000, 1.783, -3.058], [-4.448, 2.532, -1.228], [3.458, -1.322, -0.792], [-2.165, -0.575, 2.326], [-1.928, 1.245, -2.686], [3.348, 0.036, -0.314], [-2.638, -0.119, 7.911], [8.638, -1.475, -0.467], [2.306, -1.215, -0.432], [0.792, -1.282, -1.955], [1.860, 0.319, -4.633], [11.703, -1.975, -1.091], [-0.671, -0.502, -0.781], [0.214, -3.284, -3.058], [1.446, 1.251, -1.145], [3.773, 0.536, 2.573], [-4.942, -0.880, -1.532], [-5.332, -0.199, 2.063], [1.581, 7.411, 6.437], [-2.157, -6.553, -8.245], [-0.489, 1.957, 1.723], [0.255, 0.079, 0.285], [5.558, 1.085, 1.084], [-1.177, -2.371, -1.151], [1.962, -0.926, -1.842], [3.656, 0.213, -0.702], [4.683, -2.619, -2.751]],
  "lowdin_charge": [0.00, 0.12, 0.06, 0.06, -0.18, 0.12, -0.39, -0.09, 0.05, -0.06, -0.29, 0.08, 0.19, -0.16, -0.12, 0.00, 0.02, 0.16, -0.14, 0.07, 0.05, -0.44, 0.03, -0.31, 0.22, 0.14, -0.25, 0.04, -0.10, -0.08, -0.12, -0.81, 0.94, 0.14, 0.04, 0.15, -0.01, -0.03, 0.23, 0.17, 0.02, -0.03, 0.14, 0.06, 0.21, -0.23, -0.07, -0.15, -0.21, -0.04, 0.06, 0.11, 0.05, 0.17, 0.16, 0.17, 0.08],
  "relative_energy_kcal_mol": 481.03,
  "homo_ev": -8.0,
  "homo_lumo_gap_ev": 7.77
}

---

[5]
{
  "formula": "C4H11O4",
  "method": "ωB97M-V/def2-TZVPD",
  "species": ["C", "O", "C", "C", "C", "O", "H", "H", "H", "H", "H", "H", "H", "H", "H", "O", "H", "H", "O"],
  "xyz": [[-1.748, -0.555, 0.468], [-1.450, 0.678, 1.145], [-0.217, -1.352, 0.484], [0.864, -0.598, -0.209], [2.024, -0.461, 0.845], [3.149, -0.458, 0.489], [-2.573, -1.101, 0.894], [-2.196, -0.461, -0.594], [-0.075, -1.508, 1.494], [-0.440, -2.247, 0.001], [0.530, 0.380, -0.468], [1.202, -1.143, -1.076], [1.754, -0.283, 1.898], [-3.297, 1.938, -0.042], [-2.917, 1.231, 1.135], [-3.747, 1.722, 0.727], [3.499, 1.092, -1.860], [2.419, 1.456, -2.860], [3.218, 1.668, -2.472]],
  "atomic_forces_ev_per_a": [[3.260, 2.110, 0.030], [-1.258, -1.888, -1.220], [-4.841, 1.675, -1.794], [0.912, -0.556, 2.299], [-2.631, 0.672, -1.876], [2.832, -0.134, -0.240], [-0.001, -0.926, 1.061], [1.211, 0.235, 0.579], [0.466, -0.301, 2.174], [0.093, -2.048, -0.750], [-0.256, 0.998, -0.100], [0.511, 0.042, -0.300], [-0.316, -0.160, 0.115], [1.024, 0.955, -2.585], [-0.219, 0.485, -0.063], [-0.768, -1.102, 2.575], [1.003, -3.563, 3.447], [-2.389, -1.083, -0.719], [1.366, 4.589, -2.632]],
  "lowdin_charge": [-0.34, -0.39, -0.19, -0.17, -0.25, 0.03, 0.06, 0.09, 0.05, 0.06, 0.10, 0.10, 0.12, -0.06, -0.01, -0.17, -0.04, 0.00, 0.03],
  "total_charge": -1,
  "relative_energy_kcal_mol": 81.05,
  "homo_ev": -3.5,
  "homo_lumo_gap_ev": 6.97
}

---

Number 1: calculated total energy -9303.065 eV, largest force on an atom 3.89 eV/A. Number 2: calculated total energy -74743.073 eV, largest force on an atom 7.20 eV/A. Number 3: calculated total energy -10420.830 eV, largest force on an atom 6.25 eV/A. Number 4: calculated total energy -110471.065 eV, largest force on an atom 16.31 eV/A. Number 5: calculated total energy -12515.094 eV, largest force on an atom 5.46 eV/A.